Record 1
Entry from the Open Molecules 2025 dataset: the molecule C7H12 (ωB97M-V/def2-TZVPD).

Computed properties:
**SMILES**: C=C(C)/C(C)=C/C
**Calculated total energy**: -273.82502 Ha

Structure (ORCA input):
```
! RIJCOSX wB97M-V def2-TZVPD def2/J DEFGRID3
* xyz 0 1
C 0.01 0.03 -0.31
C 1.00 -0.87 -0.09
C -1.02 0.42 0.68
C -1.35 -0.63 1.74
C -1.89 1.36 0.33
C 2.47 -0.67 -0.27
C -0.01 0.70 -1.68
H -0.80 0.39 -2.36
H -2.15 -1.21 1.31
H -1.68 -0.15 2.66
H 0.18 1.76 -1.81
H 0.84 0.20 -2.16
H -0.44 -1.18 1.96
H 2.98 -0.59 0.69
H 2.88 -1.60 -0.70
H -2.76 1.64 0.91
H 0.80 -1.75 0.52
H 2.79 0.21 -0.83
H -1.84 1.93 -0.58
*
```

Charges computed using Mulliken, reported in e: 0.99 -0.55 0.61 -1.19 -1.08 -1.26 -1.64 0.37 0.25 0.39 0.40 0.43 0.32 0.33 0.30 0.29 0.36 0.38 0.30

Record 2
Entry from the Open Molecules 2025 dataset: the molecule C2H4ClNO (ωB97M-V/def2-TZVPD).

Computed properties:
**SMILES**: C/N=C/OCl
**Calculated total energy**: -668.65022 Ha

Structure (ORCA input):
```
! RIJCOSX wB97M-V def2-TZVPD def2/J DEFGRID3
* xyz 0 1
Cl 2.87 -0.63 0.05
O 2.26 0.92 0.05
N 0.02 -0.24 0.26
C 0.55 0.84 -0.01
C -1.34 -0.63 0.00
H -1.48 -1.09 -1.11
H 0.51 1.91 -0.30
H -1.94 0.26 0.25
H -1.46 -1.35 0.80
*
```

Charges computed using Mulliken, reported in e: -0.03 -0.35 -0.36 0.30 -0.68 0.25 0.32 0.31 0.25

Record 3
Entry from the Open Molecules 2025 dataset: a cluster of 11 separate species, H22O11 in total (ωB97M-V/def2-TZVPD).

Computed properties:
**SMILES**: O.O.O.O.O.O.O.O.O.O.O
**Calculated total energy**: -840.82268 Ha

Structure (ORCA input):
```
! RIJCOSX wB97M-V def2-TZVPD def2/J DEFGRID3
* xyz 0 1
O 0.19 3.30 -0.96
O 3.34 -0.79 -0.50
O 0.92 0.40 -1.89
O -0.37 -0.17 1.05
O -2.06 2.69 0.51
O -2.92 -2.62 1.25
O 2.83 2.74 0.17
O -1.13 -3.21 -0.68
O 1.38 -2.58 -1.11
O 1.41 0.19 3.06
O -3.21 0.00 -0.09
H 0.75 0.09 2.35
H -2.47 -2.98 2.02
H -0.57 3.57 -0.42
H 0.62 -2.02 -1.29
H 1.54 0.64 -2.59
H -1.21 -0.32 0.59
H -1.23 -2.55 -1.37
H 1.90 -0.64 3.05
H -0.65 -3.93 -1.10
H -2.26 -2.64 0.54
H 2.12 -1.95 -1.02
H -1.66 2.70 1.39
H 0.05 0.60 -2.27
H -3.51 0.18 0.81
H -3.55 -0.88 -0.28
H 3.00 0.10 -0.59
H -2.28 1.76 0.36
H 0.20 0.24 0.39
H 2.92 3.69 0.10
H -0.12 2.52 -1.42
H 1.94 2.56 -0.17
H 4.08 -0.70 0.11
*
```

Charges computed using Mulliken, reported in e: -0.65 -0.66 -0.56 -0.62 -0.68 -0.61 -0.64 -0.70 -0.61 -0.64 -0.72 0.45 0.31 0.37 0.29 0.26 0.29 0.29 0.29 0.31 0.38 0.40 0.37 0.27 0.35 0.26 0.30 0.31 0.32 0.29 0.25 0.41 0.30

Record 4
Entry from the Open Molecules 2025 dataset: a cluster of 2 separate species, C5H8O in total (ωB97M-V/def2-TZVPD).

Computed properties:
**Calculated total energy**: -270.23565 Ha

Structure (ORCA input):
```
! RIJCOSX wB97M-V def2-TZVPD def2/J DEFGRID3
* xyz 0 1
O -3.13 -0.24 0.04
C 1.99 0.39 0.38
C 2.47 0.09 -0.84
C -0.67 -0.37 -0.75
C 0.74 0.25 0.97
C -0.50 0.12 0.62
H 3.19 0.80 -1.23
H -0.13 0.12 -1.56
H -1.38 0.19 1.23
H -1.79 -0.32 -0.96
H 2.06 -0.74 -1.40
H 2.86 0.73 0.96
H -4.09 -0.24 0.11
H -0.47 -1.44 -0.82
*
```

Charges computed using Mulliken, reported in e: -0.91 -0.03 -0.76 -0.96 0.14 0.00 0.28 0.39 0.46 0.24 0.34 0.32 0.17 0.34

Record 5
Entry from the Open Molecules 2025 dataset: a cluster of 8 separate species, C35H56B3F9N8O3 in total (ωB97M-V/def2-TZVPD).

Computed properties:
**SMILES**: [H]/N=C(/C)CB1OBOB(C(F)(F)C(F)(F)C(F)(F)C(F)(F)F)O1.CCCC#N.CCCC#N.CCCC#N.CCCC#N.CCCC#N.CCCC#N.CCCC#N
**Calculated total energy**: -3004.30510 Ha

Structure (ORCA input):
```
! RIJCOSX wB97M-V def2-TZVPD def2/J DEFGRID3
* xyz 0 1
F 1.46 0.19 3.36
F 2.01 -0.98 1.23
F 0.67 -3.14 2.70
F -0.04 2.26 1.69
F -0.90 -0.69 3.45
F -1.45 -0.30 1.13
F -0.08 -2.84 0.34
F -1.65 -3.12 2.12
F 0.78 1.08 -0.28
O 2.69 3.29 2.19
O 3.77 1.54 0.72
O 4.80 1.97 3.08
N -3.96 0.51 8.78
N -1.75 -3.97 -3.99
N 5.36 -4.00 2.96
N 7.24 0.19 0.11
N -4.70 3.61 -4.19
N 7.26 3.73 1.67
N -6.30 -2.50 -8.84
N -7.37 -0.30 -2.01
C 7.31 4.77 1.16
C -4.10 0.08 -0.81
C -6.45 0.91 -7.06
C 7.90 -6.38 3.36
C 1.04 -0.13 1.95
C 5.82 -5.06 3.06
C 6.39 -6.41 3.18
C -5.79 -0.20 -6.25
C -2.77 -4.37 -3.60
C -4.61 0.30 0.61
C -4.45 -0.11 7.93
C -5.69 -1.90 -8.07
C -1.42 3.99 -2.99
C 7.91 -1.20 2.27
C -4.91 -1.12 -7.08
C -4.12 -1.16 5.70
C -5.08 -0.89 6.85
C -5.24 -4.19 -3.78
C -4.97 0.75 -1.87
C -5.35 -2.70 -3.47
C 4.85 6.45 0.39
C 7.37 6.09 0.51
C 6.19 6.98 0.89
C 6.83 -0.41 1.27
C 8.64 -5.85 2.14
C -6.31 0.16 -1.95
C 5.26 -0.43 1.74
C -3.63 4.07 -4.13
C 1.03 1.33 1.16
C -4.05 -4.86 -3.10
C -1.93 4.20 -1.57
C -0.42 -0.86 2.03
C -3.69 0.10 4.96
C -0.32 -2.49 1.78
C -2.29 4.66 -4.06
B 3.71 2.96 3.23
B 4.60 1.10 1.90
B 2.52 2.05 1.35
H -2.36 5.73 -3.85
H -1.35 2.91 -3.19
H -4.39 -1.82 -6.42
H -0.41 4.39 -3.06
H 8.41 -6.44 1.25
H -6.24 -2.28 -3.94
H -4.11 -5.94 -3.28
H 4.61 5.48 0.84
H -2.92 3.75 -1.43
H 6.13 -7.01 2.31
H 8.74 -1.71 1.60
H -4.68 1.36 0.84
H -3.05 -0.17 4.11
H -3.13 0.77 5.61
H 7.34 -2.05 2.86
H 8.17 -5.78 4.24
H 5.94 -6.91 4.05
H -2.01 5.27 -1.34
H -5.70 1.51 -7.57
H 4.67 -1.02 0.88
H -5.42 -2.53 -2.39
H 3.60 3.58 4.25
H 7.41 5.97 -0.57
H -6.57 -0.78 -5.73
H -1.80 4.56 -5.03
H 5.16 -1.07 2.71
H -5.18 0.26 -5.47
H 6.45 0.62 -0.42
H -5.59 -0.16 0.75
H -5.97 -0.36 6.48
H -5.19 -4.32 -4.86
H -4.11 -4.72 -2.01
H -7.14 0.50 -7.81
H -4.03 -1.00 -1.01
H -6.16 -4.68 -3.44
H 6.35 7.98 0.47
H -3.23 -1.69 6.07
H 8.41 -0.48 3.04
H 4.05 7.15 0.64
H -3.92 -0.16 1.33
H -4.14 -0.54 -7.60
H -4.56 0.63 4.56
H -1.25 3.75 -0.85
H -5.04 1.83 -1.67
H 4.87 6.33 -0.70
H 8.39 -4.80 1.94
H 8.25 -7.40 3.56
H -4.48 -2.15 -3.85
H -4.61 -1.84 4.98
H 9.73 -5.90 2.31
H 6.14 7.10 1.98
H -4.47 0.65 -2.85
H 8.30 6.59 0.81
H -3.08 0.49 -0.88
H -7.02 1.57 -6.40
H -5.43 -1.84 7.26
*
```

Atom charges from the Mulliken analysis, given in e for atoms 1 to 99: -0.31 -0.25 -0.22 -0.30 -0.27 -0.15 -0.22 -0.23 -0.30 -0.56 -0.25 -0.49 -0.43 -0.48 -0.44 -0.74 -0.44 -0.42 -0.46 -0.56 0.28 -0.15 -1.48 -0.43 0.62 0.31 -0.42 0.29 0.25 -1.21 0.25 0.20 -0.36 -0.85 -0.22 -0.41 -0.46 -0.65 0.30 -0.96 -0.86 -0.44 -0.44 0.51 -0.97 -0.14 -0.35 0.30 0.75 -0.41 -0.70 0.47 -0.73 0.57 -0.49 0.57 0.59 0.10 0.30 0.26 0.11 0.33 0.31 0.26 0.33 0.05 0.15 0.28 0.29 0.32 -0.13 0.38 0.16 0.29 0.28 0.36 0.33 0.15 0.37 -0.10 0.28 0.13 0.29 0.24 -0.04 0.27 0.44 0.29 0.32 0.27 0.41 0.15 0.35 0.31 0.30 0.26 0.34 0.21 0.35

Record 6
Entry from the Open Molecules 2025 dataset: a cluster of 4 separate species, C19H41O10S in total (ωB97M-V/def2-TZVPD).

Computed properties:
**Calculated total energy**: -1898.87700 Ha

Structure (ORCA input):
```
! RIJCOSX wB97M-V def2-TZVPD def2/J DEFGRID3
* xyz 1 1
S 4.59 0.27 0.01
O -10.48 -4.72 -1.23
O -5.78 -1.24 -0.72
O 10.30 4.03 -2.91
O -0.81 2.48 0.75
O 11.06 3.86 -0.78
O -10.28 -4.95 1.02
O -3.82 -0.35 -0.02
O 12.19 5.04 -2.19
O -5.25 -1.00 1.47
O -9.32 -3.27 0.05
C 11.12 4.28 -2.05
C -6.51 -1.62 1.84
C -11.04 -6.17 0.96
C 1.98 1.21 0.63
C 1.60 2.68 0.48
C -3.46 -0.19 -1.40
C -9.01 -2.52 -1.13
C -1.31 1.33 1.41
C 10.28 1.55 -0.97
C 9.98 2.96 -0.50
C -10.06 -4.36 -0.16
C 0.35 3.08 1.27
C 6.71 1.64 1.17
C 2.91 0.72 -0.48
C 12.37 5.59 -3.51
C -5.03 -0.90 0.16
C -10.19 -7.34 0.52
C 5.19 1.71 0.96
C -6.47 -3.12 1.71
H -11.89 -6.02 0.30
H 7.09 0.62 1.08
H 7.22 2.24 0.42
H 0.47 2.83 2.33
H -8.47 -1.64 -0.78
H -2.35 1.50 1.69
H -9.33 -7.46 1.18
H 4.88 2.56 0.35
H -7.41 -3.54 2.06
H 2.55 -0.19 -0.98
H -6.33 -3.42 0.67
H 9.47 0.88 -0.66
H 9.07 3.35 -0.95
H -2.53 0.38 -1.39
H 4.28 -0.54 1.04
H -0.74 1.10 2.32
H 11.49 6.15 -3.81
H -8.38 -3.10 -1.80
H 11.20 1.19 -0.52
H 3.08 1.47 -1.26
H 4.64 1.74 1.89
H -5.66 -3.53 2.31
H -11.40 -6.30 1.98
H -3.32 -1.16 -1.87
H -9.84 -7.21 -0.50
H 12.56 4.79 -4.22
H -9.92 -2.22 -1.65
H -4.23 0.36 -1.94
H 2.43 1.04 1.61
H 1.41 2.92 -0.57
H -1.28 0.46 0.75
H 0.22 4.16 1.19
H 9.89 3.00 0.59
H 6.96 2.00 2.16
H -6.65 -1.31 2.87
H -7.30 -1.18 1.23
H 10.36 1.51 -2.05
H 2.43 3.32 0.81
H 13.24 6.24 -3.43
H 1.08 0.59 0.60
H -10.78 -8.26 0.56
*
```

Charges computed using Mulliken, reported in e: 0.08 -0.56 -0.56 -0.56 -0.37 -0.38 -0.35 -0.22 -0.34 -0.35 -0.27 0.76 -0.15 -0.21 -0.02 -0.58 -0.62 -0.66 -0.56 -0.99 -0.17 0.74 -0.80 -1.04 -0.82 -0.63 0.69 -1.12 -0.37 -1.02 0.34 0.38 0.15 0.40 0.12 0.25 0.29 0.38 0.29 0.48 0.27 0.26 0.29 0.11 0.25 0.35 0.30 0.30 0.31 0.46 0.44 0.38 0.30 0.33 0.32 0.30 0.39 0.31 0.30 0.40 0.09 0.35 0.31 0.38 0.31 0.23 0.32 0.29 0.22 0.12 0.38

> Among the records above, which one has the lowest calculated total energy?

C35H56B3F9N8O3

> Look up the calculated total energy of the third one.

-840.82268 Ha